1.
Density functional theory data (the ωB97M-V functional and the def2-TZVPD basis) for a structure of composition C22H25N2O2OsS4.

- Total charge: +3
- LUMO energy: -11.4 eV
- Kohn-Sham gap: 6.03 eV
- Energy above the lowest of the compared OMol25 structures with the same formula, charge and spin: 0.0 kJ/mol

Each line ends with the natural charge from an NBO analysis.
CARTESIAN COORDINATES (ANGSTROEM)
1 Os -0.8212 -0.4550 1.0280  0.701
2 C -3.7736 0.4873 2.4713  -0.522
3 C -3.0798 1.7609 2.0386  -0.561
4 S -1.2759 1.6251 1.9698  0.569
5 C -0.7322 1.4348 3.6997  -0.562
6 C -0.9252 0.0631 4.3202  -0.550
7 S -0.3367 -1.2707 3.2104  0.595
8 C -1.5465 -2.5876 3.4136  -0.568
9 C -2.9683 -2.1915 3.0643  -0.529
10 S -3.0302 -1.0054 1.6693  0.512
11 H -4.8266 0.4996 2.1898  0.287
12 H -3.7125 0.3411 3.5463  0.245
13 H -3.3366 2.5885 2.7026  0.294
14 H -3.3500 2.0681 1.0284  0.260
15 H -1.2481 2.2036 4.2775  0.287
16 H 0.3229 1.7070 3.6569  0.283
17 H -1.9606 -0.1365 4.5856  0.234
18 H -0.3262 -0.0031 5.2293  0.295
19 H -1.4881 -2.9626 4.4378  0.297
20 H -1.1689 -3.3705 2.7543  0.278
21 H -3.4959 -1.7225 3.8924  0.257
22 H -3.5396 -3.0677 2.7591  0.294
23 C 5.3267 2.6895 -3.0042  -0.660
24 C 4.4677 1.8574 -2.1099  0.123
25 C 3.1815 2.2906 -1.7502  -0.215
26 C 2.3798 1.5337 -0.9290  -0.097
27 C 2.8794 0.3125 -0.4547  -0.493
28 C 4.1579 -0.1503 -0.7954  -0.113
29 C 4.9346 0.6314 -1.6218  -0.208
30 S 1.9427 -0.6570 0.5758  2.304
31 O 1.1239 0.2294 1.5124  -0.873
32 O 2.6627 -1.7234 1.1608  -0.809
33 N 0.5406 -1.1836 -0.1643  -0.763
34 C 0.3507 -1.3610 -1.5457  0.141
35 C 1.2242 -1.9048 -2.4575  -0.135
36 C 0.8032 -2.0393 -3.7952  -0.181
37 C -0.4327 -1.6083 -4.1990  -0.118
38 C -1.3248 -1.0071 -3.2730  -0.020
39 C -2.5709 -0.4523 -3.5985  -0.021
40 C -3.3118 0.1683 -2.6140  -0.254
41 C -2.8241 0.2187 -1.3175  0.119
42 N -1.6459 -0.3075 -0.9547  -0.493
43 C -0.9069 -0.9048 -1.9352  0.104
44 H 5.0110 3.7298 -3.0202  0.245
45 H 5.2691 2.3104 -4.0286  0.262
46 H 6.3739 2.6337 -2.7111  0.256
47 H 2.8270 3.2474 -2.1108  0.246
48 H 1.3997 1.8873 -0.6335  0.216
49 H 4.5308 -1.0831 -0.3926  0.263
50 H 5.9319 0.3000 -1.8814  0.257
51 H 2.2012 -2.2624 -2.1569  0.256
52 H 1.4752 -2.4952 -4.5093  0.267
53 H -0.7353 -1.7104 -5.2335  0.261
54 H -2.9392 -0.5006 -4.6167  0.264
55 H -4.2694 0.6176 -2.8362  0.273
56 H -3.4145 0.6871 -0.5436  0.201



2.
Density functional theory data (the ωB97M-V functional and the def2-TZVPD basis) for a structure of composition C5H9P at a distorted geometry.

- Total charge: 0
- LUMO energy: 0.8 eV
- Kohn-Sham gap: 8.17 eV
- Energy above the lowest of the compared OMol25 structures with the same formula, charge and spin: 394.1 kJ/mol

Each line ends with the natural charge from an NBO analysis.
CARTESIAN COORDINATES (ANGSTROEM)
1 C 0.2929 -2.0442 0.0084  -1.148
2 C 1.9868 0.4301 0.1830  -0.431
3 C 0.8528 0.7202 -0.8046  -0.475
4 C 0.7493 0.9358 0.7324  -0.497
5 C -2.3077 0.3696 -0.0297  -0.791
6 P -0.3055 -0.4363 0.0925  1.265
7 H 0.3829 -2.3710 -1.0345  0.234
8 H -0.2026 -2.7110 0.6625  0.216
9 H 2.0898 -0.6860 0.4557  0.261
10 H 2.8141 1.0638 0.1584  0.224
11 H 0.6749 1.3863 -1.5786  0.237
12 H 0.5334 1.7708 1.4015  0.247
13 H -2.5443 1.0848 0.7503  0.219
14 H -1.9323 0.8353 -0.8816  0.211
15 H -3.0847 -0.3480 -0.1158  0.226



3.
Density functional theory data (the ωB97M-V functional and the def2-TZVPD basis) for a structure of composition C3H14Ba2O5 at a distorted geometry.

- Total charge: +2
- LUMO energy: -8.2 eV
- Kohn-Sham gap: 3.58 eV

Each line ends with the natural charge from an NBO analysis.
CARTESIAN COORDINATES (ANGSTROEM)
1 Ba 2.3625 -7.1661 1.3654  1.812
2 Ba -3.2186 -2.9366 1.6838  1.839
3 O 1.2741 -2.4284 0.1670  -1.264
4 H 1.3843 -1.4599 0.2343  0.415
5 O -1.7666 -6.8695 -1.0633  -1.208
6 H -1.0941 -6.7802 -1.7664  0.405
7 C 3.4960 -2.4192 -4.8550  -0.237
8 O 2.1348 -2.4164 -4.7476  -0.703
9 H 3.9448 -1.6927 -4.1776  0.156
10 H 3.9152 -3.3941 -4.6062  0.137
11 H 3.7555 -2.2431 -5.8989  0.187
12 H 1.9869 -2.5969 -3.8164  0.458
13 C -2.8765 5.4207 0.0249  -0.255
14 O -1.6828 4.6916 -0.2430  -0.721
15 H -2.7074 6.4961 -0.0299  0.181
16 H -3.5802 5.0614 -0.7259  0.176
17 H -3.3970 5.1604 0.9466  0.159
18 H -1.3145 4.3924 0.5915  0.461
19 C -0.0607 1.8903 4.3967  -0.255
20 O -1.4347 1.4752 4.2005  -0.762
21 H -0.0646 2.9560 4.1681  0.181
22 H 0.2185 1.7124 5.4352  0.176
23 H 0.6741 1.4160 3.7461  0.190
24 H -1.9486 1.7303 4.9702  0.474



4.
Density functional theory data (the ωB97M-V functional and the def2-TZVPD basis) for a structure of composition C21H31Cl5P2Ti at a distorted geometry.

- Total charge: +2
- LUMO energy (spin up / spin down): -9.7 / -9.7 eV
- Kohn-Sham gap (spin up / spin down): 3.07 / 3.09 eV
- Energy above the lowest of the compared OMol25 structures with the same formula, charge and spin: 59.2 kJ/mol

Each line ends with the natural charge from an NBO analysis.
CARTESIAN COORDINATES (ANGSTROEM)
1 P 0.2255 -1.6963 -3.3234  0.732
2 P 0.2695 1.3039 -3.2260  0.715
3 C -0.0926 -0.8433 -4.9892  -0.679
4 C 0.4821 0.5655 -4.9611  -0.680
5 H -1.1819 -0.8385 -5.1760  0.229
6 H 0.3993 -1.4406 -5.7758  0.236
7 H 1.5584 0.5755 -5.2147  0.232
8 H -0.0559 1.2123 -5.6751  0.235
9 C -1.3480 2.0902 -3.6398  -0.926
10 H -1.5734 2.8397 -2.8768  0.227
11 H -2.1422 1.3401 -3.6655  0.229
12 H -1.2641 2.5756 -4.6204  0.237
13 C 1.3296 2.7593 -3.5985  -0.932
14 H 0.9902 3.2281 -4.5371  0.235
15 H 2.3720 2.4314 -3.6991  0.238
16 H 1.2439 3.4718 -2.7672  0.227
17 C -0.8333 -3.1439 -3.7222  -0.935
18 H -0.6726 -3.9109 -2.9535  0.226
19 H -0.5540 -3.5367 -4.7138  0.239
20 H -1.8854 -2.8339 -3.7231  0.233
21 C 1.8225 -2.4255 -3.8956  -0.922
22 H 2.6022 -1.6607 -3.9271  0.235
23 H 1.6770 -2.8478 -4.8980  0.235
24 H 2.1113 -3.2188 -3.2013  0.229
25 Ti -0.1556 -0.4913 2.7730  1.640
26 C 0.7321 1.0604 1.5002  -0.366
27 C -0.6549 1.1614 1.3098  -0.137
28 C -1.3888 0.4840 0.1987  -0.503
29 C -1.7840 -1.0116 0.4109  -0.453
30 C -0.8932 -1.8680 1.2609  -0.351
31 C 0.5101 -1.9253 1.1417  -0.181
32 C 1.2943 -1.1137 0.1639  -0.511
33 C 1.6667 0.3277 0.5662  -0.446
34 C 0.6661 -1.8220 4.1316  -0.961
35 H 1.2171 1.7447 2.2104  0.306
36 H -1.2062 1.9603 1.8189  0.286
37 H -0.8620 0.5839 -0.7689  0.301
38 H -2.3419 1.0244 0.0602  0.271
39 H -2.7955 -1.0311 0.8511  0.250
40 H -1.8915 -1.4426 -0.6011  0.309
41 H -1.4019 -2.6736 1.8049  0.299
42 H 1.0429 -2.7649 1.5950  0.280
43 H 0.8117 -1.0981 -0.8285  0.300
44 H 2.2495 -1.6304 -0.0019  0.272
45 H 2.6591 0.3178 1.0485  0.251
46 H 1.8074 0.8934 -0.3798  0.302
47 H 1.4477 -1.2921 4.7041  0.281
48 H 1.0822 -2.7311 3.6871  0.246
49 H -0.1313 -2.0977 4.8431  0.280
50 Cl -2.4176 -0.1209 3.8479  0.152
51 C -1.4480 0.9525 4.9264  -0.049
52 C -0.1281 0.9909 4.5670  -0.383
53 C 0.7844 1.6989 5.3478  -0.078
54 Cl 2.4371 1.7163 4.9002  0.095
55 C 0.3400 2.3808 6.5081  -0.060
56 Cl 1.4624 3.1989 7.5031  0.138
57 C -1.0381 2.3488 6.8689  -0.065
58 Cl -1.5747 3.1221 8.2898  0.155
59 C -1.9535 1.6241 6.0558  -0.076
60 Cl -3.6239 1.5265 6.4653  0.115



> Among the records above, which one has the lowest total charge?

C5H9P